The following is a DFT calculation (ωB97M-V with the def2-TZVPD basis set) of C5H9NO as an isolated structure at a distorted geometry.

Geometry (Å):
C -1.040 -0.787 1.734
O -0.226 0.234 1.339
C 0.167 0.117 -0.245
C -0.511 1.275 -0.962
C 1.686 0.143 -0.316
C -0.401 -1.187 -0.649
N -0.306 -1.716 -1.685
H -2.097 -0.533 1.907
H -1.093 -1.539 0.590
H -0.626 -1.495 2.471
H -0.161 2.187 -0.477
H -1.595 1.201 -0.851
H -0.277 1.347 -2.033
H 2.102 0.355 -1.311
H 2.113 -0.796 0.042
H 1.983 0.950 0.352

## Properties
Electronic energy = -8865.2478 eV
Highest occupied orbital energy = -0.36509 Ha
Multiplicity = 1

***

The following is a DFT calculation (ωB97M-V with the def2-TZVPD basis set) of C16H14MgN4S2 as an isolated structure.

Geometry (Å):
Mg 0.206 1.688 -0.676
C -4.976 0.666 -0.125
S -3.837 0.041 1.114
C -2.347 0.860 0.747
S -2.248 2.025 -0.529
N -1.393 0.401 1.547
N -0.189 0.912 1.205
C 0.841 0.649 1.907
C 2.117 1.243 1.456
C 3.306 0.954 2.108
C 4.481 1.521 1.649
C 4.441 2.363 0.551
C 3.218 2.602 -0.048
N 2.076 2.066 0.384
H -5.876 0.065 -0.002
H -4.579 0.523 -1.127
H -5.210 1.716 0.034
H 0.796 0.015 2.788
H 3.298 0.289 2.961
H 5.419 1.306 2.143
H 5.336 2.827 0.161
H 3.147 3.250 -0.913
C 0.899 0.232 -2.111
C 0.133 -0.937 -1.642
C -1.207 -1.144 -2.017
C -1.968 -2.154 -1.464
C -1.420 -3.008 -0.507
C -0.090 -2.836 -0.131
C 0.665 -1.824 -0.692
C -2.220 -4.051 0.086
N -2.858 -4.883 0.559
H 0.678 0.500 -3.145
H 1.975 0.090 -1.986
H -1.659 -0.474 -2.739
H -3.001 -2.284 -1.762
H 0.344 -3.501 0.605
H 1.701 -1.705 -0.388

## Properties
Electronic energy = -49895.7302 eV
Highest occupied orbital energy = -0.27315 Ha
Multiplicity = 1

***

The following is a DFT calculation (ωB97M-V with the def2-TZVPD basis set) of F10Mg2N5O20S10 as an isolated structure at a distorted geometry.

Geometry (Å):
Mg 1.079 -1.854 -0.492
Mg -3.399 0.581 -1.024
N -0.470 -2.592 0.037
S -0.887 -3.364 1.325
O -0.317 -4.686 1.434
O -2.052 -2.893 2.052
F 0.159 -2.562 2.175
S -2.021 -2.714 -0.736
O -2.634 -1.384 -0.996
O -2.796 -3.931 -0.563
F -1.440 -2.975 -2.208
N 5.310 -0.592 -0.468
S 6.354 0.247 -1.195
O 6.100 1.682 -1.179
O 7.171 -0.310 -2.233
F 7.400 0.195 -0.002
S 4.192 -0.632 -1.779
O 4.280 0.406 -2.795
O 2.821 -0.976 -1.346
F 4.722 -1.994 -2.545
N -1.807 1.300 -1.343
S -1.000 2.630 -0.980
O -1.176 3.783 -1.874
O 0.292 2.352 -0.354
F -1.995 3.043 0.283
S -0.473 0.673 -2.312
O 0.261 -0.437 -1.693
O 0.202 1.509 -3.263
F -1.404 -0.251 -3.359
N -4.837 1.324 -0.131
S -5.634 0.709 1.041
O -6.924 0.097 0.837
O -5.293 1.119 2.403
F -4.706 -0.562 0.863
S -5.944 2.678 -0.065
O -6.284 3.371 1.184
O -6.831 2.693 -1.242
F -4.724 3.657 -0.471
N 3.632 -0.294 2.116
S 3.112 -0.366 3.516
O 1.998 -1.242 3.781
O 3.409 0.679 4.452
F 4.278 -1.435 3.886
S 2.236 0.570 1.576
O 1.611 1.667 2.297
O 1.334 -0.308 0.836
F 3.096 1.391 0.554

## Properties
Electronic energy = -194811.9515 eV
Highest occupied orbital energy = -0.28101 Ha
Multiplicity = 1
Net charge = -1

***

The following is a DFT calculation (ωB97M-V with the def2-TZVPD basis set) of one molecule with the formula C22H29NO6.

Geometry (Å):
C -8.730 -1.437 -1.961
C -7.956 -1.486 -0.658
H -7.918 -2.504 -0.252
H -8.404 -0.835 0.101
O -6.619 -1.043 -0.910
C -5.817 -0.928 0.146
O -6.154 -1.178 1.275
C -4.435 -0.462 -0.256
H -3.778 -1.335 -0.219
H -4.459 -0.086 -1.278
C -3.928 0.613 0.718
C -2.443 0.800 0.604
C -1.517 0.014 1.213
C -0.115 0.305 1.023
C 0.921 -0.427 1.613
C 2.240 -0.098 1.402
C 2.572 0.986 0.588
C 1.568 1.743 -0.023
C 0.238 1.388 0.200
O -0.707 2.138 -0.417
C -2.039 1.903 -0.263
O -2.804 2.624 -0.860
C 1.927 2.905 -0.896
H 1.051 3.516 -1.088
H 2.697 3.504 -0.414
H 2.327 2.554 -1.846
O 3.846 1.384 0.318
C 4.914 0.751 0.985
H 5.799 1.351 0.744
C 5.195 -0.711 0.606
O 5.347 -1.534 1.493
N 5.305 -1.026 -0.696
C 5.158 -0.113 -1.810
H 5.268 0.913 -1.462
C 3.805 -0.265 -2.505
H 3.682 -1.267 -2.910
H 2.995 -0.076 -1.807
H 3.735 0.446 -3.324
H 5.961 -0.321 -2.524
C 5.653 -2.401 -1.024
C 7.165 -2.601 -1.062
H 7.588 -2.383 -0.085
H 7.626 -1.947 -1.799
H 7.395 -3.631 -1.319
H 5.209 -2.653 -1.988
H 5.223 -3.044 -0.252
H 4.769 0.773 2.072
H 3.008 -0.693 1.868
H 0.692 -1.267 2.246
C -1.886 -1.146 2.084
H -1.461 -2.063 1.678
H -1.480 -1.002 3.085
H -2.960 -1.270 2.161
H -4.408 1.562 0.473
H -4.213 0.333 1.733
H -9.751 -1.768 -1.791
H -8.264 -2.085 -2.698
H -8.744 -0.423 -2.349

## Properties
Electronic energy = -37061.1036 eV
Highest occupied orbital energy = -0.30596 Ha
SMILES = CCOC(=O)CCc1c(C)c2ccc(OCC(=O)N(CC)CC)c(C)c2oc1=O
Multiplicity = 1

***

The following is a DFT calculation (ωB97M-V with the def2-TZVPD basis set) of a 2-piece molecular cluster, C4H9O2P overall at a distorted geometry.

Geometry (Å):
C -2.435 0.435 -0.619
C -0.089 -1.418 1.238
C 0.650 -1.416 -0.005
C 1.736 1.961 -0.552
O -0.632 -0.121 1.384
O -0.159 -0.708 -0.864
P -0.803 0.602 -0.068
H -2.934 1.416 -0.306
H -2.398 0.549 -1.718
H -0.966 -2.076 1.305
H 0.522 -1.724 2.131
H 1.612 -0.857 -0.016
H 0.764 -2.455 -0.435
H 1.568 2.650 0.318
H 2.225 1.005 -0.193
H 1.339 2.158 -1.600

## Properties
Electronic energy = -17673.1957 eV
Highest occupied orbital energy (spin up / spin down) = -0.30770 / -0.30310 Ha
Multiplicity = 1

***

The following is a DFT calculation (ωB97M-V with the def2-TZVPD basis set) of one molecule with the formula C7H15N3O2 at a distorted geometry.

Geometry (Å):
C 2.373 -0.575 0.599
C 1.067 0.249 0.737
C 0.806 1.547 -0.077
C 0.507 1.249 -1.607
C 0.055 -0.247 -1.772
C -0.904 -0.668 -0.842
C -2.131 0.410 -1.015
H 2.648 -0.552 -0.612
H 2.300 -1.696 0.924
H 3.120 -0.030 1.224
H 0.970 0.321 1.871
H -0.026 2.150 0.353
H 1.584 2.154 0.190
H -0.389 1.906 -2.125
H 1.331 1.338 -2.339
H 1.044 -0.860 -1.670
H -0.254 -0.446 -2.836
H -1.302 -1.681 -0.909
H -2.715 -0.302 -1.803
H -2.456 0.408 0.129
H -1.899 1.404 -1.364
H -1.647 -0.356 3.139
N -0.154 -0.712 0.383
N -0.868 -1.036 1.519
N -0.488 -1.999 2.309
O -1.496 0.134 2.185
O -1.077 -2.109 3.407

## Properties
Electronic energy = -16059.8807 eV
Highest occupied orbital energy = -0.33931 Ha
SMILES = C[C@H]1CCC[C@H](C)N1N(O)N=O
Multiplicity = 1